BHN2O6 | ωB97M-V with the def2-TZVPD basis set

The energy relative to the best compared isomer or geometry (same formula, charge and spin) is 0.00 kcal per mole. The total energy is -586.311451 a.u. The structure (SMILES) is O=NOB(O)O[N+](=O)[O-]. As for the LUMO energy: -0.4 eV. The value obtained for the frontier orbital gap is 10.3 eV.

Last column: natural (NBO) charge in e.
Cartesian coordinates (Å):
O: -0.328 3.315 -0.593  -0.2106
N: 0.310 2.342 -0.553  0.4064
O: -0.429 1.109 -0.148  -0.6264
B: 0.501 0.062 0.101  1.2342
O: 1.800 0.373 0.213  -0.8654
O: 0.144 -1.190 0.223  -0.5975
N: -1.164 -1.754 0.126  0.7514
O: -1.242 -2.838 0.617  -0.2970
O: -1.922 -1.035 -0.441  -0.2964
H: 2.330 -0.383 0.455  0.5012